--- P ---
DFT (the ωB97M-V functional and the def2-TZVPD basis) results for 2 unconnected molecules or ions with the total composition C4H10N3O.

Each line ends with the Mulliken charge.
Element x y z (Å)
C1 -2.72 -1.64 2.14  -0.28
C2 1.03 0.42 -0.70  0.31
C3 -0.73 2.25 -1.25  -0.73
C4 2.59 -1.20 0.04  -0.53
N1 -1.88 -1.02 1.45  0.15
N2 -1.10 -0.43 0.85  -0.44
N3 0.38 1.26 -1.54  -0.14
O1 1.96 -0.39 -1.01  -0.29
H1 -3.73 -1.34 2.22  0.26
H2 -2.27 -2.39 2.68  0.24
H3 0.76 0.42 0.36  0.41
H4 -1.11 1.95 -0.29  0.29
H5 -0.33 3.21 -1.41  0.31
H6 -1.63 2.11 -1.89  0.31
H7 2.08 -0.86 0.97  0.33
H8 3.66 -1.21 0.07  0.27
H9 2.36 -2.29 -0.21  0.24
H10 0.69 1.15 -2.48  0.28

Results
orbital gap = 9.0 eV
charge = +1
spin multiplicity = 1
M = 116.1 g/mol
highest occupied orbital energy = -12.3 eV

--- Q ---
DFT (the ωB97M-V functional and the def2-TZVPD basis) results for a molecular structure, C4H10N3O.

Each line ends with the Mulliken charge.
Element x y z (Å)
C1 2.97 0.90 0.19  -0.10
C2 1.67 1.54 0.41  -0.26
C3 1.07 0.36 0.43  0.29
C4 0.96 -2.11 0.36  -0.71
N1 2.81 -0.44 0.00  -0.61
N2 1.49 -0.81 0.00  0.52
N3 -3.30 0.74 -1.07  -0.80
O1 -1.43 0.10 0.43  -0.65
H1 3.97 1.43 0.25  0.40
H2 1.58 2.59 0.63  0.41
H3 -3.45 -0.21 -0.81  0.26
H4 -0.07 -1.90 0.35  0.34
H5 1.26 -2.74 -0.51  0.29
H6 1.29 -2.57 1.26  0.32
H7 -3.15 0.81 -2.10  0.26
H8 -1.88 0.79 -0.07  0.48
H9 -4.18 1.22 -1.05  0.25
H10 -1.62 0.30 1.29  0.32

Results
orbital gap = 8.1 eV
charge = +1
spin multiplicity = 1
M = 116.1 g/mol
highest occupied orbital energy = -14.4 eV

--- R ---
DFT (the ωB97M-V functional and the def2-TZVPD basis) results for 2 unconnected molecules or ions with the total composition C4H10N3O.

Each line ends with the Mulliken charge.
Element x y z (Å)
C1 2.07 -1.24 -0.12  0.28
C2 0.00 -0.06 -1.00  0.02
C3 -1.61 -1.59 0.21  -0.24
C4 -1.29 -0.80 -0.82  -0.17
N1 1.12 -0.71 -0.52  0.16
N2 3.12 -1.82 0.32  -0.40
N3 -0.35 2.54 0.26  -0.86
O1 -2.83 -2.17 0.28  -0.46
H1 0.16 0.15 -2.06  0.36
H2 -0.06 0.94 -0.47  0.08
H3 -0.92 -1.78 1.02  0.23
H4 -2.03 -0.64 -1.59  0.35
H5 3.63 -1.45 1.11  0.26
H6 3.48 -2.65 -0.13  0.26
H7 0.42 3.20 0.32  0.25
H8 -0.75 2.45 1.19  0.26
H9 -1.06 2.98 -0.33  0.27
H10 -2.91 -2.74 1.05  0.35

Results
orbital gap = 8.8 eV
charge = +1
spin multiplicity = 1
M = 116.1 g/mol
highest occupied orbital energy = -12.1 eV

Most stable: R (next structure +1.504 eV)

--- P ---
DFT (the ωB97M-V functional and the def2-TZVPD basis) results for 2 unconnected molecules or ions with the total composition C2H7OS.

Each line ends with the Mulliken charge.
Element x y z (Å)
O1 2.40 -1.43 -0.92  -0.89
H1 2.81 -1.01 -1.70  0.26
C1 0.47 0.53 -0.62  -1.04
S1 -0.59 -0.17 0.46  -0.17
C2 -1.99 1.14 0.88  -0.80
H2 1.06 1.46 -0.38  0.30
H3 0.17 0.25 -1.62  0.28
H4 1.63 -0.56 -0.64  0.39
H5 -2.79 0.48 1.26  0.25
H6 -1.54 1.82 1.64  0.18
H7 -2.04 1.75 -0.10  0.24

Results
orbital gap = 6.3 eV
charge = -1
spin multiplicity = 1
M = 79.1 g/mol
highest occupied orbital energy = -2.3 eV

--- Q ---
DFT (the ωB97M-V functional and the def2-TZVPD basis) results for 2 unconnected molecules or ions with the total composition C2H7OS.

Each line ends with the Mulliken charge.
Element x y z (Å)
O1 -2.14 -4.42 1.38  -0.68
H1 -1.16 -4.60 1.20  0.33
C1 0.73 3.12 -0.50  -0.88
S1 1.61 1.91 0.26  -0.44
C2 0.68 0.34 -0.56  -0.84
H2 -0.24 3.44 -0.33  0.26
H3 0.97 3.50 -1.40  0.22
H4 -2.18 -3.57 1.93  0.34
H5 -0.35 0.53 -0.50  0.29
H6 1.25 0.23 -1.52  0.13
H7 0.83 -0.47 0.06  0.27

Results
orbital gap = 4.1 eV
charge = -1
spin multiplicity = 1
M = 79.1 g/mol
highest occupied orbital energy = -1.1 eV

--- R ---
DFT (the ωB97M-V functional and the def2-TZVPD basis) results for 2 unconnected molecules or ions with the total composition C2H7OS.

Each line ends with the Mulliken charge.
Element x y z (Å)
S1 -2.85 0.72 1.44  -0.86
H1 -2.66 0.35 2.75  -0.04
C1 0.03 -0.06 -0.67  -0.21
O1 -0.40 -1.32 -0.16  -0.49
C2 1.62 0.17 -0.46  -0.86
H2 -0.61 0.78 -0.35  0.25
H3 -0.06 -0.20 -1.86  0.17
H4 -0.92 -1.11 0.69  0.27
H5 2.03 -0.72 -0.83  0.27
H6 1.77 0.41 0.61  0.26
H7 2.05 0.98 -1.17  0.25

Results
orbital gap = 6.8 eV
charge = -1
spin multiplicity = 1
M = 79.1 g/mol
highest occupied orbital energy = -2.8 eV

--- S ---
DFT (the ωB97M-V functional and the def2-TZVPD basis) results for 2 unconnected molecules or ions with the total composition C2H7OS.

Each line ends with the Mulliken charge.
Element x y z (Å)
O1 3.05 -0.13 -0.79  -0.86
H1 3.10 0.08 -1.73  0.24
C1 0.65 -0.24 0.39  -0.97
S1 -0.58 0.38 -0.67  -0.18
C2 -2.19 0.25 0.20  -0.82
H2 0.85 0.38 1.25  0.26
H3 0.65 -1.31 0.58  0.25
H4 2.02 -0.11 -0.39  0.37
H5 -2.58 -0.77 0.18  0.22
H6 -2.92 0.91 -0.26  0.26
H7 -2.05 0.56 1.23  0.24

Results
orbital gap = 6.4 eV
charge = -1
spin multiplicity = 1
M = 79.1 g/mol
highest occupied orbital energy = -2.4 eV

Most stable: R (next structure +1.058 eV)

--- P ---
DFT (the ωB97M-V functional and the def2-TZVPD basis) results for a molecular structure, C36H45BiN2O6SSe.

Each line ends with the Mulliken charge.
Element x y z (Å)
Bi1 2.37 -0.03 -1.43  1.85
C1 -5.78 -0.90 -2.00  -1.72
C2 -5.00 -0.35 -0.80  2.09
C3 -5.38 1.12 -0.62  -2.20
C4 -5.42 -1.11 0.46  -1.62
C5 -3.50 -0.53 -1.03  -0.61
C6 -2.60 0.52 -1.02  -0.17
C7 -1.24 0.30 -1.21  -0.21
Se1 -0.02 1.77 -1.15  -0.05
C8 0.16 1.87 0.76  -0.65
C9 -0.60 2.82 1.44  -0.18
C10 -0.57 2.92 2.82  -0.28
C11 0.31 2.05 3.48  -0.12
C12 1.11 1.11 2.85  -0.57
C13 0.99 0.94 1.43  1.29
O1 1.58 -0.03 0.81  -0.68
C14 2.04 0.26 3.75  2.23
C15 1.17 -0.66 4.62  -1.63
C16 3.05 -0.61 3.01  -1.89
C17 2.86 1.20 4.66  -1.81
C18 -1.42 3.90 3.62  1.97
C19 -2.30 3.12 4.61  -1.67
C20 -0.52 4.86 4.40  -1.66
C21 -2.34 4.72 2.72  -2.05
C22 -0.71 -0.98 -1.44  1.04
O2 0.55 -1.23 -1.65  -0.71
C23 -1.63 -2.08 -1.43  -0.50
C24 -2.97 -1.81 -1.23  0.05
C25 -1.12 -3.51 -1.61  2.40
C26 -0.16 -3.86 -0.47  -1.35
C27 -2.26 -4.53 -1.58  -2.48
C28 -0.41 -3.66 -2.97  -1.60
H1 -6.86 -0.76 -1.86  0.47
H2 -5.59 -1.96 -2.15  0.30
H3 -5.49 -0.38 -2.92  0.35
H4 -6.46 1.21 -0.48  0.44
H5 -5.10 1.72 -1.49  0.39
H6 -4.89 1.55 0.26  0.36
H7 -6.49 -0.98 0.65  0.47
H8 -4.87 -0.75 1.33  0.33
H9 -5.22 -2.18 0.37  0.31
H10 -2.92 1.54 -0.85  0.39
H11 -1.23 3.47 0.85  0.45
H12 0.37 2.12 4.56  0.12
H13 0.59 -1.33 3.99  0.30
H14 0.48 -0.09 5.24  0.29
H15 1.80 -1.26 5.28  0.45
H16 2.58 -1.38 2.40  0.16
H17 3.69 -1.09 3.76  0.51
H18 3.69 -0.03 2.34  0.41
H19 2.23 1.80 5.32  0.32
H20 3.46 1.87 4.06  0.38
H21 3.52 0.60 5.29  0.46
H22 -1.70 2.56 5.32  0.31
H23 -2.94 2.42 4.08  0.32
H24 -2.94 3.81 5.18  0.48
H25 0.12 4.32 5.10  0.29
H26 -1.12 5.58 4.97  0.46
H27 0.13 5.41 3.72  0.33
H28 -3.01 4.09 2.14  0.28
H29 -1.76 5.34 2.02  0.37
H30 -2.95 5.39 3.33  0.44
H31 -3.67 -2.64 -1.23  0.28
H32 -0.67 -3.78 0.49  0.29
H33 0.71 -3.20 -0.46  0.05
H34 0.20 -4.89 -0.59  0.45
H35 -2.79 -4.52 -0.63  0.38
H36 -1.83 -5.53 -1.71  0.47
H37 -2.98 -4.37 -2.38  0.38
H38 0.45 -3.00 -3.04  0.14
H39 -1.10 -3.43 -3.78  0.33
H40 -0.06 -4.69 -3.08  0.44
O3 2.40 1.31 -5.52  -0.73
C29 2.57 1.14 -4.33  0.84
O4 2.15 0.10 -3.66  -0.86
C30 3.37 2.18 -3.48  0.13
O5 4.48 2.56 -3.93  -0.82
O6 2.83 2.51 -2.40  -0.58
S1 5.82 -0.02 -1.58  -0.36
C31 5.71 -0.70 -3.13  0.24
N1 5.43 0.10 -4.20  0.04
C32 5.23 -0.35 -5.45  -0.17
C33 5.35 -1.67 -5.75  -0.79
C34 5.66 -2.55 -4.69  -0.02
C35 5.84 -2.08 -3.42  -0.72
H41 5.21 1.11 -4.04  0.35
H42 4.93 0.41 -6.16  0.45
H43 5.16 -2.03 -6.75  0.38
H44 5.73 -3.62 -4.87  0.34
H45 6.02 -2.75 -2.59  0.35
N2 3.41 -3.47 -1.65  -0.81
C36 3.08 -2.36 -1.60  0.03

Results
orbital gap = 6.3 eV
charge = -2
spin multiplicity = 1
M = 921.8 g/mol
highest occupied orbital energy = -2.5 eV

--- Q ---
DFT (the ωB97M-V functional and the def2-TZVPD basis) results for a molecular structure, C36H45BiN2O6SSe.

Each line ends with the Mulliken charge.
Element x y z (Å)
Bi1 2.41 -0.08 -1.44  1.86
C1 -5.76 -0.71 -2.08  -1.73
C2 -4.99 -0.12 -0.89  2.13
C3 -5.29 1.38 -0.84  -2.07
C4 -5.50 -0.75 0.41  -1.57
C5 -3.50 -0.40 -1.05  -0.52
C6 -2.53 0.60 -1.09  -0.39
C7 -1.20 0.27 -1.26  -0.02
Se1 0.14 1.65 -1.24  0.05
C8 0.30 1.69 0.70  -0.57
C9 -0.51 2.61 1.35  -0.25
C10 -0.54 2.68 2.74  -0.40
C11 0.39 1.89 3.42  -0.03
C12 1.25 0.99 2.81  -0.68
C13 1.13 0.77 1.40  1.58
O1 1.71 -0.23 0.81  -0.97
C14 2.25 0.27 3.73  2.17
C15 1.48 -0.66 4.68  -1.65
C16 3.30 -0.58 2.99  -1.92
C17 3.03 1.32 4.54  -1.77
C18 -1.52 3.55 3.51  1.92
C19 -2.35 2.65 4.45  -1.63
C20 -0.77 4.61 4.33  -1.72
C21 -2.50 4.28 2.58  -2.00
C22 -0.73 -1.05 -1.40  0.98
O2 0.53 -1.34 -1.61  -0.66
C23 -1.72 -2.08 -1.32  -0.38
C24 -3.04 -1.72 -1.16  -0.13
C25 -1.29 -3.55 -1.36  2.39
C26 -0.33 -3.81 -0.19  -1.43
C27 -2.48 -4.51 -1.23  -2.44
C28 -0.58 -3.86 -2.69  -1.56
H1 -6.83 -0.50 -1.99  0.47
H2 -5.63 -1.80 -2.12  0.31
H3 -5.39 -0.29 -3.01  0.35
H4 -6.37 1.54 -0.76  0.46
H5 -4.94 1.88 -1.75  0.40
H6 -4.81 1.85 0.02  0.23
H7 -6.56 -0.53 0.55  0.47
H8 -4.95 -0.34 1.27  0.28
H9 -5.37 -1.83 0.41  0.30
H10 -2.78 1.65 -0.99  0.38
H11 -1.13 3.25 0.74  0.46
H12 0.44 1.98 4.50  0.21
H13 0.94 -1.41 4.10  0.31
H14 0.77 -0.11 5.29  0.29
H15 2.18 -1.19 5.34  0.46
H16 2.84 -1.39 2.45  0.21
H17 4.00 -0.99 3.73  0.48
H18 3.86 0.02 2.28  0.42
H19 2.38 1.92 5.17  0.31
H20 3.56 1.99 3.86  0.38
H21 3.77 0.83 5.17  0.47
H22 -1.71 2.15 5.18  0.30
H23 -2.86 1.88 3.86  0.30
H24 -3.10 3.24 4.99  0.48
H25 -0.10 4.14 5.06  0.30
H26 -1.47 5.25 4.87  0.47
H27 -0.16 5.23 3.67  0.34
H28 -3.06 3.57 1.97  0.25
H29 -1.97 4.97 1.92  0.36
H30 -3.22 4.85 3.18  0.46
H31 -3.78 -2.51 -1.11  0.29
H32 -0.82 -3.60 0.76  0.31
H33 0.55 -3.18 -0.28  0.10
H34 0.00 -4.86 -0.19  0.46
H35 -3.01 -4.37 -0.28  0.38
H36 -2.11 -5.54 -1.26  0.46
H37 -3.19 -4.38 -2.05  0.40
H38 0.30 -3.23 -2.79  0.12
H39 -1.25 -3.67 -3.54  0.31
H40 -0.27 -4.90 -2.71  0.45
O3 2.35 1.47 -5.53  -0.73
C29 2.50 1.30 -4.33  0.86
O4 2.12 0.21 -3.72  -0.89
C30 3.23 2.41 -3.50  0.19
O5 4.40 2.70 -3.88  -0.87
O6 2.61 2.92 -2.55  -0.63
S1 5.88 0.09 -1.55  -0.37
C31 5.76 -0.56 -3.10  0.16
N1 5.60 0.25 -4.18  0.06
C32 5.42 -0.23 -5.43  -0.19
C33 5.44 -1.56 -5.69  -0.66
C34 5.66 -2.44 -4.62  -0.09
C35 5.85 -1.95 -3.36  -0.70
H41 5.34 1.29 -4.00  0.36
H42 5.22 0.52 -6.19  0.41
H43 5.27 -1.93 -6.69  0.37
H44 5.65 -3.51 -4.78  0.35
H45 5.99 -2.60 -2.51  0.37
N2 3.22 -3.43 -1.79  -0.78
C36 2.95 -2.31 -1.69  0.03

Results
orbital gap = 6.4 eV
charge = -2
spin multiplicity = 1
M = 921.8 g/mol
highest occupied orbital energy = -2.5 eV

Most stable: P (next structure +0.453 eV)

--- P ---
DFT (the ωB97M-V functional and the def2-TZVPD basis) results for 2 unconnected molecules or ions with the total composition C5H4N3O4.

Each line ends with the Mulliken charge.
Element x y z (Å)
C1 0.59 -0.67 0.54  -0.40
C2 0.64 0.74 0.67  -0.82
C3 -0.42 -1.04 -0.35  -0.08
C4 -0.27 1.17 -0.25  -0.29
C5 -3.17 1.21 -3.62  0.83
N1 -0.94 0.10 -0.83  0.15
N2 -2.24 0.33 -1.75  -0.65
N3 -3.30 -0.36 -1.36  1.20
O1 -2.86 0.40 -4.43  -0.49
O2 -4.36 -0.21 -2.03  -0.75
O3 -3.48 2.22 -3.18  -0.42
O4 -3.23 -1.06 -0.32  -0.71
H1 1.12 -1.51 1.03  0.34
H2 1.20 1.33 1.28  0.48
H3 -0.65 -2.14 -0.68  0.28
H4 -0.54 2.14 -0.71  0.35

Results
orbital gap = 8.5 eV
charge = -1
spin multiplicity = 1
M = 170.1 g/mol
highest occupied orbital energy = -4.7 eV

--- Q ---
DFT (the ωB97M-V functional and the def2-TZVPD basis) results for a gas-phase ion, C5H4N3O4 (charge -1).

Each line ends with the Mulliken charge.
Element x y z (Å)
C1 2.56 0.44 -0.49  -0.55
C2 2.57 -0.64 0.40  -0.53
C3 1.24 0.77 -0.71  -0.26
C4 1.26 -0.94 0.69  -0.40
C5 -1.53 0.99 0.26  0.65
N1 0.47 -0.07 0.01  0.67
N2 -0.90 -0.13 0.05  -1.10
N3 -3.21 -0.62 -0.16  1.15
O1 -2.97 0.66 0.23  -0.35
O2 -3.42 -1.41 0.71  -0.58
O3 -1.25 2.14 0.47  -0.65
O4 -3.30 -0.82 -1.33  -0.57
H1 3.41 0.93 -0.93  0.39
H2 3.44 -1.15 0.78  0.38
H3 0.80 1.54 -1.31  0.37
H4 0.83 -1.68 1.33  0.37

Results
orbital gap = 8.3 eV
charge = -1
spin multiplicity = 1
M = 170.1 g/mol
highest occupied orbital energy = -4.3 eV
SMILES = O=[N+]([O-])O/C([O-])=N/n1cccc1

Most stable: Q (next structure +0.083 eV)